2 unconnected molecules or ions with the total composition CH3F2N3 at a distorted geometry, computed with wB97M-V/def2-TZVPD.

Results
Charge: 0
2S+1: 3
HOMO level (spin up / spin down) in eV: -7.3 / -9.8
Expectation value of S²: 2.01

The geometry in XYZ format:
```
9
Properties=species:S:1:pos:R:3:nbo_charge:R:1
C -0.13 0.51 0.22 0.3974
N 0.75 1.35 0.13 -0.1357
N -1.41 0.56 0.36 -0.8040
N 0.36 -1.26 -0.61 -0.0354
F 2.01 0.96 -0.36 -0.2753
F 0.81 -2.26 0.35 -0.2702
H -1.94 1.39 0.59 0.4013
H -1.81 -0.26 0.17 0.3940
H 1.35 -0.99 -0.84 0.3278
```


A single C8H14OSi molecule at a distorted geometry, computed with wB97M-V/def2-TZVPD.

Results
Charge: 0
HOMO level in eV: -9.3
Structure (SMILES): CO[SiH2]/C=C/C1CC=CC1

The geometry in XYZ format:
```
24
Properties=species:S:1:pos:R:3:nbo_charge:R:1
C -0.27 -3.86 -0.08 -0.2207
O -1.47 -3.34 0.31 -0.8993
Si -1.90 -1.89 0.97 1.4334
C -0.70 -0.52 0.28 -0.7116
C 0.01 0.37 0.96 -0.0980
C 1.06 1.36 0.38 -0.2676
C 1.62 1.14 -0.97 -0.4456
C 0.96 2.27 -1.75 -0.1924
C 0.33 3.10 -0.95 -0.1821
C 0.14 2.62 0.44 -0.4289
H 0.22 -4.05 0.78 0.1704
H 0.15 -3.22 -0.81 0.1706
H -0.55 -4.89 -0.45 0.1746
H -1.78 -2.00 2.61 -0.2192
H -3.25 -1.92 0.57 -0.2122
H -0.25 -0.84 -0.77 0.2035
H -0.20 0.55 2.00 0.1999
H 1.93 1.19 1.12 0.2270
H 1.22 0.19 -1.41 0.2190
H 2.62 1.38 -1.09 0.2272
H 0.90 2.56 -2.77 0.2162
H -0.16 3.99 -1.08 0.1984
H -0.95 2.40 0.57 0.2216
H 0.33 3.40 1.13 0.2157
```


A molecular structure, C36H30BrMnN4Se, computed with wB97M-V/def2-TZVPD.

Results
Charge: -1
2S+1: 6
HOMO level (spin up / spin down) in eV: -3.4 / -4.1
Expectation value of S²: 8.95

The geometry in XYZ format:
```
73
Properties=species:S:1:pos:R:3:nbo_charge:R:1
Mn -0.77 -0.78 0.35 1.2019
C 2.99 2.81 2.34 -0.2714
C 1.65 2.66 2.66 -0.1994
C 1.01 1.45 2.49 -0.1961
C 1.68 0.33 1.96 0.1489
C 3.05 0.50 1.65 -0.2879
C 3.68 1.71 1.84 -0.2067
N 0.92 -0.80 1.69 -0.7410
C 1.47 -2.05 1.75 0.1840
C 2.72 -2.43 2.27 -0.2942
C 3.12 -3.76 2.28 -0.1982
C 2.30 -4.78 1.80 -0.2812
C 1.04 -4.45 1.32 -0.2049
C 0.63 -3.12 1.31 0.1101
N -0.65 -2.69 1.00 -0.3519
N -1.69 -3.47 1.17 -0.2958
C -2.81 -2.71 1.35 0.3380
C -4.03 -3.35 1.63 -0.2512
C -5.14 -2.58 1.89 -0.1623
C -5.02 -1.19 1.88 -0.3192
C -3.80 -0.63 1.57 0.0818
N -2.71 -1.35 1.30 -0.5889
H 3.49 3.76 2.48 0.2001
H 1.09 3.51 3.05 0.2044
H -0.04 1.35 2.71 0.2096
H 3.60 -0.33 1.22 0.2155
H 4.73 1.80 1.56 0.1979
H 3.38 -1.69 2.69 0.2138
H 4.09 -4.00 2.69 0.1951
H 2.64 -5.80 1.80 0.1984
H 0.34 -5.20 0.98 0.2201
H -4.05 -4.43 1.64 0.2238
H -6.09 -3.06 2.11 0.2054
H -5.87 -0.55 2.09 0.2126
H -3.66 0.44 1.52 0.2207
Br -2.85 -1.75 -1.86 0.1214
C -1.43 -2.77 -2.58 -0.0581
C -1.76 -3.78 -3.44 -0.2543
C -0.75 -4.51 -4.10 -0.2225
C 0.55 -4.15 -3.92 -0.1801
C 0.91 -3.10 -3.05 -0.0691
C 2.27 -2.73 -2.93 -0.2065
C 2.63 -1.72 -2.09 -0.1889
C 1.65 -1.10 -1.29 -0.2481
C 0.31 -1.41 -1.33 -0.3382
C -0.08 -2.40 -2.29 -0.0344
H -2.80 -4.01 -3.61 0.2190
H -1.03 -5.32 -4.77 0.2060
H 1.34 -4.67 -4.45 0.2008
H 3.00 -3.27 -3.52 0.1995
H 3.66 -1.42 -2.00 0.2044
H 2.01 -0.37 -0.57 0.2224
C 0.47 7.11 -1.46 -0.6193
C -0.02 5.74 -1.10 -0.0511
C 0.76 4.62 -1.29 -0.1736
C 0.31 3.34 -0.98 -0.0360
C 1.20 2.16 -1.23 -0.6268
C -0.96 3.16 -0.44 -0.1398
Se -1.73 1.45 -0.02 -0.2823
C -1.77 4.29 -0.23 -0.0222
C -3.17 4.22 0.33 -0.6347
C -1.29 5.55 -0.57 -0.2242
H 1.52 7.09 -1.75 0.2074
H 0.38 7.81 -0.62 0.2076
H -0.10 7.54 -2.29 0.2076
H 1.76 4.72 -1.70 0.1880
H 2.14 2.46 -1.68 0.2023
H 0.70 1.45 -1.90 0.2296
H 1.41 1.63 -0.30 0.2224
H -3.30 3.36 0.99 0.2350
H -3.90 4.12 -0.47 0.2149
H -3.39 5.13 0.89 0.2006
H -1.93 6.41 -0.39 0.1898
```


In kcal per mole, the ΔE to the lowest compared entry with this formula, charge and spin values for the records above are, in order, 39.4 37.8 27.2.